[1]
C36H57N5O8S4 | wB97M-V/def2-TZVPD

CARTESIAN COORDINATES (ANGSTROEM)
C  4.3187  -8.3831  6.2646
C  5.5805  -8.9683  6.8777
C  5.2218  -10.4216  7.2764
S  3.6033  -10.2333  8.1412
O  3.8160  -10.1764  9.5992
O  2.5575  -11.1052  7.5896
C  3.2586  -8.5564  7.4262
H  3.9888  -8.9546  5.3971
H  4.4122  -7.3483  5.9352
H  5.9342  -8.3026  7.6650
H  6.2976  -8.8848  6.0610
H  5.9403  -10.8612  7.9683
H  4.9570  -11.0453  6.4227
H  3.4795  -7.8579  8.2333
H  2.1991  -8.4029  7.2213
C  3.8053  -5.1104  15.1549
C  2.5126  -4.2769  14.9455
C  2.2486  -4.3675  13.3987
S  3.9338  -4.3098  12.5771
O  4.2733  -2.9405  12.1755
O  4.0892  -5.5015  11.7783
C  4.9456  -4.6460  14.1788
H  3.6729  -6.1604  14.8942
H  4.1112  -5.2595  16.1904
H  2.5803  -3.2224  15.2128
H  1.7509  -4.7515  15.5640
H  1.6306  -3.6198  12.9017
H  1.8566  -5.3259  13.0583
H  5.4814  -3.7580  14.5140
H  5.6312  -5.3873  13.7682
C  5.7269  -3.9185  9.9377
C  6.4007  -2.5481  10.0557
C  6.4294  -2.2487  11.5747
S  7.1763  -3.8644  12.1943
O  6.6290  -4.1255  13.5594
O  8.5946  -3.8772  11.9120
C  6.2664  -4.9091  11.0565
H  5.7024  -4.3120  8.9214
H  4.6900  -3.7021  10.1948
H  5.9217  -1.7438  9.4973
H  7.3893  -2.5522  9.5967
H  5.4341  -2.1222  12.0007
H  7.0034  -1.3978  11.9414
H  5.4238  -5.2803  11.6399
H  6.7844  -5.7860  10.6680
C  1.7162  -1.0966  11.0470
C  3.2343  -0.9937  10.6879
C  3.4608  -1.7931  9.3688
S  2.1268  -3.0466  9.2708
O  2.5418  -4.4467  9.3053
O  1.2148  -2.6362  8.2049
C  1.3258  -2.5987  10.8667
H  1.0736  -0.5557  10.3523
H  1.4415  -0.6567  12.0058
H  3.9030  -1.4271  11.4316
H  3.5850  0.0146  10.4678
H  4.4460  -2.2566  9.3183
H  3.2310  -1.2275  8.4658
H  1.8199  -3.1217  11.6855
H  0.2736  -2.8779  10.8124
N  8.4560  -9.1440  11.0139
C  7.8165  -8.3372  10.1006
C  7.2485  -9.2274  9.1526
C  7.6126  -10.5158  9.4682
C  8.4238  -10.4140  10.5691
H  8.9396  -8.8240  11.8408
H  7.7898  -7.2602  10.1761
H  6.6835  -9.0633  8.2469
H  7.4257  -11.4389  8.9397
H  9.0252  -11.1474  11.0858
N  4.7526  -1.4736  5.4695
C  3.5902  -0.8848  5.9160
C  2.9953  -1.7903  6.7744
C  3.9437  -2.8206  7.0268
C  5.0028  -2.6742  6.1432
H  5.3783  -1.1194  4.7602
H  3.1996  0.0755  5.6130
H  2.0213  -1.7576  7.2398
H  3.6770  -3.6152  7.7078
H  5.8726  -3.3012  6.0141
N  6.0260  -7.2065  13.0553
C  6.7390  -6.3929  13.9462
C  8.0314  -6.6801  13.7570
C  8.1051  -7.4037  12.5753
C  6.8616  -7.8497  12.2318
H  5.0358  -7.3338  13.2086
H  6.1985  -5.9767  14.7835
H  8.8796  -6.2440  14.2637
H  9.0134  -7.6263  12.0352
H  6.4574  -8.5478  11.5137
N  4.4573  -5.8452  9.9456
C  4.3901  -5.3081  8.6578
C  5.2975  -6.0658  7.8570
C  5.9702  -6.9773  8.7179
C  5.4975  -6.6783  10.0164
H  3.9051  -5.5689  10.7448
H  3.6144  -4.5928  8.4274
H  5.5370  -5.8713  6.8220
H  6.7192  -7.7393  8.5610
H  5.8054  -7.0269  10.9911
N  4.9032  -9.4296  13.0069
C  3.8809  -8.8945  13.8116
C  3.2705  -7.7573  13.2711
C  3.8165  -7.6446  12.0199
C  4.8223  -8.6842  11.8437
H  5.3713  -10.2994  13.2176
H  3.7425  -9.3871  14.7627
H  2.5533  -7.0880  13.7227
H  3.5838  -6.9001  11.2729
H  5.3391  -8.9433  10.9315

## Properties
Kohn-Sham gap: 6.666 eV
HOMO level: -6.58 eV
relative energy (zero: lowest compared OMol25 entry of this formula, charge and spin): 2956.8 kJ/mol

[2]
C6H17NO | wB97M-V/def2-TZVPD

CARTESIAN COORDINATES (ANGSTROEM)
C  1.1708  -1.8474  -0.3796
C  1.1177  -0.6098  0.5346
C  0.0061  0.3995  0.2105
C  -0.5727  0.3731  -1.2020
C  0.2291  1.2293  -2.1790
C  0.0701  2.7430  -1.9488
N  1.0135  -0.9976  1.9471
H  1.2931  -1.5601  -1.4267
H  0.2904  -2.4674  -0.2052
H  2.0424  -2.4493  -0.0984
H  2.0893  -0.1115  0.4207
H  0.4351  1.4016  0.3472
H  -0.7538  0.3707  0.9825
H  -1.6097  0.7238  -1.1526
H  -0.6589  -0.6465  -1.5701
H  -0.1040  1.0238  -3.2021
H  1.2829  0.9580  -2.0802
H  0.8051  3.1263  -1.2435
H  0.1462  3.2982  -2.8870
H  -0.9061  2.9845  -1.5153
H  0.0438  -0.9416  2.2427
H  1.3528  -1.9277  2.1430
H  -3.0068  -0.9166  3.9477
H  -2.8596  -2.4341  3.8258
O  -2.9167  -1.7223  4.4886

## Properties
Kohn-Sham gap (alpha / beta): 2.407 / 9.042 eV
HOMO level (alpha / beta): 1.02 / -5.72 eV
total charge: -1
relative energy (zero: lowest compared OMol25 entry of this formula, charge and spin): 0.0 kJ/mol
multiplicity: 2

[3]
C4H5F2N | wB97M-V/def2-TZVPD

CARTESIAN COORDINATES (ANGSTROEM)
H  2.8711  1.6025  -0.3308
N  2.1844  0.9465  -0.6459
C  1.0980  0.6653  -0.1251
C  -0.0692  -0.2871  -0.5988
C  -0.6109  -1.1751  0.5427
C  -1.3681  -0.0307  0.0349
F  -1.5603  1.0066  0.9317
F  -2.4087  -0.0237  -0.8386
H  0.8627  0.9845  0.8346
H  0.0125  -0.5090  -1.6000
H  -0.8408  -2.1515  0.3409
H  -0.1708  -1.0281  1.4544

## Properties
Kohn-Sham gap: 10.503 eV
HOMO level: -9.52 eV
SMILES string: [H]/N=C/[C@H]1CC1(F)F
relative energy (zero: lowest compared OMol25 entry of this formula, charge and spin): 169.6 kJ/mol

[4]
C4H10O2 | wB97M-V/def2-TZVPD

CARTESIAN COORDINATES (ANGSTROEM)
C  1.5561  -0.1064  0.5369
C  0.0684  -0.2096  0.2183
C  -0.1890  -1.4104  -0.7006
O  -0.6760  -0.3533  1.4157
C  -0.3870  1.1310  -0.3782
O  -1.8138  1.2023  -0.3184
H  1.7455  0.6928  1.2610
H  1.9337  -1.0455  0.9512
H  2.1218  0.1127  -0.3782
H  0.4252  -1.3660  -1.6081
H  0.0658  -2.3312  -0.1632
H  -1.2415  -1.4744  -0.9958
H  -1.5433  0.0093  1.1546
H  0.0625  1.9280  0.2286
H  -0.0549  1.2425  -1.4167
H  -2.0734  1.9781  0.1928

## Properties
Kohn-Sham gap: 10.789 eV
HOMO level: -10.05 eV
SMILES string: CC(C)(O)CO
relative energy (zero: lowest compared OMol25 entry of this formula, charge and spin): 52.6 kJ/mol

[5]
C3H4O2 | wB97M-V/def2-TZVPD

CARTESIAN COORDINATES (ANGSTROEM)
O  1.8842  0.4550  0.0218
C  1.0659  -0.0660  0.7402
C  -0.4205  -0.1604  0.3606
C  -0.6428  0.1442  -1.1246
O  -1.3843  -0.5293  -1.8270
H  1.3832  -0.4552  1.7277
H  -0.8139  -1.1152  0.6591
H  -0.9523  0.6339  0.9250
H  -0.1196  1.0929  -1.4828

## Properties
Kohn-Sham gap: 10.724 eV
HOMO level: -9.96 eV
SMILES string: O=CCC=O
relative energy (zero: lowest compared OMol25 entry of this formula, charge and spin): 92.8 kJ/mol

[6]
C5H5NO | wB97M-V/def2-TZVPD

CARTESIAN COORDINATES (ANGSTROEM)
O  1.6076  1.9470  0.7207
C  0.8251  1.0479  0.4378
C  1.3791  -0.3313  0.2632
C  1.9638  -1.3815  0.1907
C  -0.5948  1.2115  0.4182
C  -1.1624  -0.4377  -1.0259
N  -1.3765  0.1047  0.1462
H  2.4982  -2.3090  0.1210
H  -1.0245  2.1358  0.7846
H  -1.2207  -1.5111  -1.1599
H  -0.9069  0.2449  -1.8314
H  -1.9354  -0.3644  0.8633

## Properties
Kohn-Sham gap (alpha / beta): 7.624 / 7.623 eV
HOMO level (alpha / beta): -8.03 / -8.03 eV
relative energy (zero: lowest compared OMol25 entry of this formula, charge and spin): 432.7 kJ/mol

[7]
C7H11FN4 | wB97M-V/def2-TZVPD

CARTESIAN COORDINATES (ANGSTROEM)
C  1.6655  1.1603  -0.2497
C  1.1888  -0.0508  0.6702
F  2.2556  -0.5798  1.4220
C  0.0675  0.4198  1.6185
C  -1.1229  1.1259  0.9719
C  -1.8783  0.1793  -0.1611
C  -1.1229  -0.1653  -1.3880
C  -0.1796  -1.2851  -1.1390
N  -0.0422  -2.4301  -1.6900
N  1.0058  -3.0205  -1.1160
N  1.6092  -2.2495  -0.3125
N  0.8410  -1.1011  -0.2776
H  2.7733  1.2256  -0.1174
H  1.0658  2.0324  -0.1118
H  1.4288  0.8961  -1.2739
H  0.4701  1.1120  2.3211
H  -0.1281  -0.5060  2.2488
H  -0.8552  2.0678  0.4792
H  -1.7459  1.3234  1.8141
H  -2.8715  0.5163  -0.2170
H  -2.0267  -0.7158  0.4798
H  -0.5882  0.6329  -1.9001
H  -1.8099  -0.5877  -2.0713

## Properties
Kohn-Sham gap: 11.084 eV
HOMO level: -10.42 eV
SMILES string: C[C@@]1(F)CCCCc2nnnn21
relative energy (zero: lowest compared OMol25 entry of this formula, charge and spin): 0.0 kJ/mol

[8]
C7H7AlNS | wB97M-V/def2-TZVPD

CARTESIAN COORDINATES (ANGSTROEM)
C  3.3066  0.7116  1.8698
C  2.5269  1.0241  0.9924
Al  1.1790  1.4050  -0.4446
S  2.0986  0.8378  -2.4784
C  -0.4196  0.2040  -0.1574
C  -0.3673  -1.1925  -0.2405
C  -1.4757  -2.0054  -0.0748
N  -2.6955  -1.5194  0.1820
C  -2.7639  -0.1985  0.2780
C  -1.7105  0.6930  0.1274
H  3.8517  0.3799  2.7214
H  0.7501  2.9406  -0.4638
H  2.1200  -0.5051  -2.4224
H  0.5888  -1.6680  -0.4481
H  -1.3668  -3.0816  -0.1573
H  -3.7505  0.2155  0.4922
H  -1.8719  1.7591  0.2241

## Properties
Kohn-Sham gap: 8.406 eV
HOMO level: -5.06 eV
total charge: -1

[9]
C33H46MoNO8P6 | wB97M-V/def2-TZVPD

CARTESIAN COORDINATES (ANGSTROEM)
Mo  -1.2765  -0.8090  0.2449
C  0.1007  -3.4248  -1.8567
P  -1.0765  -3.1774  -0.5083
C  -0.6339  -4.3612  0.7721
C  -2.6821  -3.6749  -1.1898
C  -3.0234  -2.6653  -2.2851
P  -2.9821  -0.9805  -1.5778
C  -4.6587  -0.7237  -0.9590
C  -2.7840  0.1579  -2.9569
H  -0.1590  -4.3494  -2.3761
H  1.1095  -3.5046  -1.4534
H  0.0823  -2.5948  -2.5616
H  -0.4593  -5.3252  0.2912
H  -1.4517  -4.4562  1.4838
H  0.2753  -4.0505  1.2876
H  -3.4191  -3.6656  -0.3842
H  -2.6244  -4.6947  -1.5746
H  -4.0122  -2.8458  -2.7079
H  -2.3096  -2.7157  -3.1097
H  -5.3512  -0.9636  -1.7677
H  -4.7966  0.3146  -0.6679
H  -4.8663  -1.3460  -0.0906
H  -3.5811  -0.0378  -3.6770
H  -1.8163  0.0232  -3.4355
H  -2.8544  1.1852  -2.6026
O  0.7586  -1.2219  -0.0329
P  2.1435  -0.6074  -0.3255
C  1.9066  0.6605  -1.5924
P  0.4864  1.7201  -1.2765
O  -0.6794  0.7730  -0.9308
C  0.1570  2.6449  -2.7426
C  0.1798  2.0223  -3.9984
C  -0.1250  2.7472  -5.1356
C  -0.4573  4.0956  -5.0280
C  -0.4834  4.7186  -3.7887
C  -0.1755  3.9990  -2.6430
C  0.8461  2.8140  0.0594
C  -0.1393  3.0416  1.0228
C  0.1174  3.9300  2.0580
C  1.3421  4.5835  2.1279
C  2.3183  4.3597  1.1629
C  2.0737  3.4765  0.1257
C  2.9712  0.1258  1.0550
C  2.2865  0.7232  2.1158
C  3.0009  1.3604  3.1161
C  4.3885  1.4148  3.0583
C  5.0739  0.8258  2.0041
C  4.3705  0.1740  1.0038
C  3.2169  -1.8500  -0.9844
C  3.4392  -2.9830  -0.1905
C  4.2823  -3.9824  -0.6421
C  4.9123  -3.8535  -1.8775
C  4.7053  -2.7284  -2.6609
C  3.8549  -1.7226  -2.2180
H  1.7052  0.1517  -2.5380
H  2.8165  1.2536  -1.7054
H  0.4409  0.9751  -4.1009
H  -0.0959  2.2714  -6.1067
H  -0.6883  4.6638  -5.9198
H  -0.7335  5.7684  -3.7135
H  -0.1816  4.4962  -1.6816
H  -1.0942  2.5344  0.9600
H  -0.6441  4.1256  2.8020
H  1.5362  5.2802  2.9334
H  3.2660  4.8782  1.2185
H  2.8395  3.3203  -0.6254
H  1.2090  0.6765  2.1721
H  2.4781  1.8170  3.9465
H  4.9417  1.9118  3.8447
H  6.1545  0.8595  1.9691
H  4.9136  -0.3024  0.1968
H  2.9720  -3.0703  0.7849
H  4.4650  -4.8555  -0.0300
H  5.5769  -4.6335  -2.2254
H  5.2077  -2.6298  -3.6137
H  3.7140  -0.8459  -2.8375
N  -3.8551  -0.5125  4.4520
C  -2.7219  -0.0019  3.5695
C  -1.8067  0.9357  4.3575
P  -3.5747  0.7681  2.1133
O  -3.5859  2.3123  2.4577
O  -4.9024  0.1358  2.0257
O  -2.5429  0.6222  0.9638
P  -1.7645  -1.4180  2.8927
O  -1.8191  -2.3799  4.1368
O  -0.4214  -0.9196  2.4284
O  -2.4580  -1.9806  1.6452
H  -4.1965  0.2329  5.0658
H  -3.5617  -1.3008  5.0366
H  -4.6415  -0.7879  3.8422
H  -2.3735  1.7908  4.7274
H  -1.0188  1.3089  3.7055
H  -1.3328  0.4272  5.1994
H  -4.4419  2.7402  2.3362
H  -1.3016  -3.1945  4.1343

## Properties
Kohn-Sham gap (alpha / beta): 8.484 / 7.984 eV
HOMO level (alpha / beta): -16.28 / -16.29 eV
total charge: +3
multiplicity: 3

[10]
C24H29N3O6S | wB97M-V/def2-TZVPD

CARTESIAN COORDINATES (ANGSTROEM)
C  -4.2890  -3.4131  0.8922
O  -5.1606  -2.3322  0.6360
C  -4.6438  -1.0782  0.6423
C  -5.4917  -0.0527  0.2326
C  -5.0468  1.2560  0.1834
C  -3.7432  1.5697  0.5348
O  -3.1882  2.8249  0.4930
C  -3.9651  3.8780  -0.0202
C  -2.8883  0.5386  0.9588
N  -1.5665  0.9043  1.2499
C  -0.5656  0.1205  1.6955
O  -0.6894  -1.0180  2.1046
C  0.8121  0.7874  1.6473
N  1.4992  0.3172  0.4563
C  2.9087  0.2588  0.4576
C  3.6804  0.9935  1.3507
C  5.0592  0.8816  1.3370
C  5.7099  0.0574  0.4304
C  7.2147  -0.0476  0.4251
C  7.6610  -1.4823  0.7151
C  7.7869  0.4405  -0.9074
C  4.9298  -0.6578  -0.4708
C  3.5524  -0.5686  -0.4568
S  0.7271  0.7603  -0.9685
O  1.6433  0.6961  -2.0624
O  0.0466  2.0107  -0.7429
C  -0.5182  -0.4752  -1.2219
C  -0.5530  -1.8687  -0.9167
C  0.4478  -2.6977  -0.2117
N  -1.6767  -2.3778  -1.3439
O  -2.3929  -1.3874  -1.9353
C  -1.7082  -0.2438  -1.8675
C  -2.2835  0.9756  -2.4734
C  -3.3414  -0.7695  1.0232
H  -4.8915  -4.3097  0.7563
H  -3.9074  -3.3851  1.9174
H  -3.4511  -3.4226  0.1884
H  -6.5022  -0.2979  -0.0507
H  -5.7297  2.0255  -0.1388
H  -3.3152  4.7515  -0.0127
H  -4.2885  3.6770  -1.0465
H  -4.8411  4.0732  0.6066
H  -1.3291  1.8262  0.8968
H  1.3750  0.4459  2.5186
H  0.7226  1.8801  1.6532
H  3.2152  1.6635  2.0570
H  5.6375  1.4600  2.0437
H  7.6041  0.5976  1.2205
H  7.3270  -2.1565  -0.0692
H  7.2469  -1.8243  1.6609
H  8.7460  -1.5339  0.7728
H  7.4519  -0.1913  -1.7258
H  8.8742  0.4201  -0.8799
H  7.4635  1.4594  -1.1075
H  5.3998  -1.3034  -1.1969
H  2.9715  -1.1172  -1.1788
H  0.1742  -3.7444  -0.3095
H  1.4412  -2.5312  -0.6178
H  0.4566  -2.4289  0.8440
H  -1.8579  1.8514  -1.9917
H  -2.0386  1.0094  -3.5350
H  -3.3657  0.9583  -2.3665
H  -2.6612  -1.5315  1.3598

## Properties
Kohn-Sham gap: 8.475 eV
HOMO level: -7.84 eV
SMILES string: COc1ccc(OC)c(NC(=O)CN(c2ccc(C(C)C)cc2)S(=O)(=O)c2c(C)noc2C)c1
relative energy (zero: lowest compared OMol25 entry of this formula, charge and spin): 255.3 kJ/mol

[11]
C9H13N4S | wB97M-V/def2-TZVPD

CARTESIAN COORDINATES (ANGSTROEM)
C  0.9720  -1.8512  1.6731
S  1.4941  -0.1508  1.5352
C  1.0335  0.2465  -0.2568
C  1.6382  1.6282  -0.2057
C  1.6430  -0.6220  -1.3530
C  -0.6197  0.2104  -0.3375
C  -1.5167  -0.4847  -1.0877
N  -2.7191  -0.3890  -0.4957
N  -3.8382  -1.0543  -0.8486
N  -4.9539  -0.9139  -0.2675
C  -5.0513  -0.0411  0.7899
C  -3.8694  0.5710  1.2305
C  -2.6508  0.3652  0.5299
N  -1.3896  0.8572  0.5982
H  0.3310  -1.9729  2.5486
H  1.7896  -2.5912  1.6603
H  0.2615  -2.1352  0.9317
H  1.3287  2.2390  0.6598
H  1.4410  2.2637  -1.0665
H  2.6804  1.6324  0.1343
H  0.8368  -1.3526  -1.6217
H  2.5396  -1.2098  -0.9669
H  1.7693  0.0866  -2.1731
H  -1.4520  -1.1027  -1.9778
H  -6.0419  0.2422  1.2384
H  -3.9123  1.0253  2.2715
H  -1.0964  1.3962  1.3332

## Properties
Kohn-Sham gap: 7.528 eV
HOMO level: -12.36 eV
SMILES string: CSC(C)(C)c1cn2nnccc2[nH+]1
total charge: +1
relative energy (zero: lowest compared OMol25 entry of this formula, charge and spin): 214.5 kJ/mol